(1)
C7H12N3Sn | ωB97M-V/def2-TZVPD

The geometry in ORCA input format:
```
! wB97M-V def2-TZVPD RIJCOSX def2/J DEFGRID3
* xyz -1 1
C 0.2003 0.9133 -4.2751
Sn -0.0338 -0.4596 -1.5976
N -0.4231 -1.6743 0.0237
H 0.6642 -1.7151 -2.2125
H 0.4227 -1.7620 0.6059
H -0.3927 0.1608 -3.7358
H 0.5377 0.5527 -5.2570
H 1.0890 1.1990 -3.6828
H -0.5897 1.7156 -4.6014
H -1.1819 -1.3597 0.6439
H -0.6644 -2.6264 -0.2901
N 2.7518 -0.5808 4.0113
C 1.9408 -0.1482 3.3043
C 0.8773 0.3113 2.4468
C -0.4040 0.4337 2.9908
C -1.4616 0.7851 2.1574
C -1.2427 0.9349 0.7689
N 0.0024 0.6970 0.2161
C 1.0678 0.4619 1.0612
H -0.5971 0.2026 4.0402
H -2.4641 0.8072 2.5734
H -2.1278 0.9891 0.1499
H 2.0299 0.1629 0.6580
*
```

Results
Total energy (hartree): -652.3229
Frontier orbital gap (alpha / beta) (eV): 4.370 / 5.110
LUMO (alpha / beta) (eV): 3.28 / 3.19
Energy above the lowest of the compared OMol25 structures with the same formula, charge and spin (kJ/mol): 68.39

natural (NBO) population analysis, charges in e, atoms 1 to 5:
1. C -0.871
2. Sn 0.128
3. N -1.072
4. H -0.339
5. H 0.391



(2)
C33H35LuN7OS | ωB97M-V/def2-TZVPD

The geometry in ORCA input format:
```
! wB97M-V def2-TZVPD RIJCOSX def2/J DEFGRID3
* xyz 3 1
Lu -1.9096 -2.2439 0.7486
C -1.9872 -3.8222 3.3050
N -2.6869 -4.1396 2.0377
C -4.1369 -4.2708 2.3247
C -2.1723 -5.4145 1.4693
C -0.8700 -5.2068 0.7258
N -0.9978 -4.1646 -0.3310
C 0.3486 -3.9158 -0.9101
C -1.9040 -4.6266 -1.4108
H -2.2776 -4.5139 4.1005
H -2.2516 -2.8125 3.6417
H -0.9071 -3.9051 3.1749
H -4.3177 -5.1287 2.9766
H -4.6859 -4.4191 1.3947
H -4.4928 -3.3734 2.8281
H -2.9366 -5.8105 0.8019
H -2.0409 -6.1546 2.2644
H -0.5619 -6.1551 0.2731
H -0.0610 -4.9061 1.3963
H 0.7586 -4.8440 -1.3150
H 1.0198 -3.5438 -0.1368
H 0.2711 -3.1821 -1.7095
H -1.6027 -5.6157 -1.7663
H -1.8541 -3.9290 -2.2456
H -2.9371 -4.6929 -1.0632
C 6.8506 7.5244 -3.8308
O 6.8646 6.8167 -2.5875
C 5.9386 5.8814 -2.3678
C 6.0240 5.2272 -1.1322
C 5.1126 4.2567 -0.8024
C 4.0895 3.9083 -1.6952
C 4.0179 4.5600 -2.9269
C 4.9287 5.5395 -3.2748
C 3.1433 2.8813 -1.3127
N 3.1339 2.2215 -0.1610
C 2.0874 1.3709 -0.2483
C 1.4237 1.4884 -1.4559
N 2.1137 2.4637 -2.1299
C 0.2893 0.7089 -1.7814
C -0.4412 0.8006 -2.9870
C -1.5422 0.0135 -3.1937
C -1.9262 -0.8770 -2.1879
N -1.2584 -0.9989 -1.0474
C -0.1490 -0.2320 -0.8224
C 0.5480 -0.3844 0.4380
N 0.0801 -1.2930 1.3568
C 0.7079 -1.4065 2.5276
C 1.8285 -0.6497 2.8698
C 2.2986 0.2730 1.9706
C 1.6500 0.4299 0.7296
H 7.6808 8.2200 -3.7781
H 5.9167 8.0757 -3.9465
H 7.0000 6.8366 -4.6638
H 6.8203 5.5030 -0.4553
H 5.1801 3.7540 0.1522
H 3.2487 4.3231 -3.6527
H 4.8536 6.0242 -4.2354
H 1.9369 2.8171 -3.0541
H -0.1324 1.5012 -3.7524
H -2.1166 0.0739 -4.1068
H -2.8062 -1.4988 -2.3190
H 0.3077 -2.1208 3.2355
H 2.2970 -0.7978 3.8322
H 3.1597 0.8939 2.1860
S -6.1751 -0.0613 1.5337
C -5.0288 -1.2091 1.0893
N -3.7607 -0.8728 1.2381
C -3.6642 0.4383 1.7297
C -2.4897 1.1430 2.0071
C -2.6032 2.4302 2.4832
C -3.8576 3.0289 2.6867
C -5.0221 2.3458 2.4181
C -4.9051 1.0398 1.9374
H -5.3421 -2.1704 0.7056
H -1.5079 0.7098 1.8565
H -1.7099 2.9968 2.7089
H -3.9107 4.0410 3.0629
H -5.9893 2.8017 2.5789
*
```

Results
Total energy (hartree): -3370.0587
Frontier orbital gap (eV): 4.758
LUMO (eV): -8.94
Energy above the lowest of the compared OMol25 structures with the same formula, charge and spin (kJ/mol): 8.87

Löwdin population analysis, charges in e, atoms 1 to 5:
1. Lu 1.830
2. C -0.076
3. N -0.387
4. C -0.059
5. C -0.167



(3)
C3H2BrClF2 | ωB97M-V/def2-TZVPD

The geometry in ORCA input format:
```
! wB97M-V def2-TZVPD RIJCOSX def2/J DEFGRID3
* xyz 0 1
C -0.2226 0.0856 0.3560
C -0.8973 1.4174 0.4685
C -1.4180 0.2709 1.1421
F -0.3326 2.5358 1.0649
F -1.5599 1.9823 -0.5609
Cl -3.2926 -0.6780 -0.1769
Br -1.5364 -0.4677 2.8658
H -0.2858 -0.5264 -0.5553
H 0.7399 0.0599 0.8456
*
```

Results
Total energy (hartree): -3349.3169
Frontier orbital gap (alpha / beta) (eV): 8.207 / 8.206
LUMO (alpha / beta) (eV): -2.46 / -2.46
Energy above the lowest of the compared OMol25 structures with the same formula, charge and spin (kJ/mol): 270.88

natural (NBO) population analysis, charges in e, atoms 1 to 5:
1. C -0.559
2. C 0.617
3. C 0.054
4. F -0.310
5. F -0.290